{
  "formula": "C38H95BO19PS10",
  "method": "the ωB97M-V functional and the def2-TZVPD basis",
  "species": ["C", "C", "C", "C", "C", "C", "C", "C", "O", "B", "C", "C", "O", "C", "O", "C", "C", "O", "C", "O", "C", "C", "O", "C", "C", "P", "O", "O", "O", "H", "H", "H", "H", "H", "H", "H", "H", "H", "H", "H", "H", "H", "H", "H", "H", "H", "H", "H", "H", "H", "H", "H", "H", "H", "H", "H", "H", "H", "H", "H", "H", "H", "H", "H", "C", "S", "O", "C", "H", "H", "H", "H", "H", "H", "C", "S", "O", "C", "H", "H", "H", "H", "H", "H", "C", "S", "O", "C", "H", "H", "H", "H", "H", "H", "C", "S", "O", "C", "H", "H", "H", "H", "H", "H", "C", "S", "O", "C", "H", "H", "H", "H", "H", "H", "C", "S", "O", "C", "H", "H", "H", "H", "H", "H", "C", "S", "O", "C", "H", "H", "H", "H", "H", "H", "C", "S", "O", "C", "H", "H", "H", "H", "H", "H", "C", "S", "O", "C", "H", "H", "H", "H", "H", "H", "C", "S", "O", "C", "H", "H", "H", "H", "H", "H"],
  "xyz": [[-2.85361, 1.43462, 2.93435], [-2.27673, 0.58587, 2.04492], [-2.13196, 0.74868, 0.53826], [-2.81436, 1.97981, -0.09127], [-4.33411, 2.14176, 0.16374], [-4.70069, 3.45998, 0.84853], [-4.51442, 4.65308, -0.09953], [-6.19292, 3.39681, 1.22757], [-0.75561, 1.07722, 0.52364], [-0.13898, 0.59702, -0.72891], [1.38716, 0.03406, -0.56657], [1.41340, -1.38040, -0.00726], [2.64501, -1.64222, 0.78201], [2.32426, -1.89451, 2.07724], [2.16832, -3.02781, 2.46901], [2.23699, -0.67599, 2.97019], [0.99887, -0.76432, 3.89940], [-1.07400, -0.50403, -1.12518], [-2.25355, -0.55797, -0.35939], [-2.11458, -1.82775, 0.26172], [-3.09564, -2.28612, 1.18561], [-4.56551, -2.22807, 0.79084], [-5.13295, -1.06593, 1.36271], [-6.48400, -0.85817, 1.00878], [-7.46192, -1.89269, 1.55271], [-3.38597, -0.51776, -1.83545], [-4.80399, -0.20839, -1.57515], [-2.74534, 0.35447, -3.01756], [-3.26351, -2.04603, -2.39488], [-3.90394, 1.69411, 2.83154], [-2.32323, 1.86665, 3.77862], [-1.76244, -0.29693, 2.42253], [-2.58952, 2.01395, -1.15883], [-2.30611, 2.83260, 0.35818], [-4.90940, 2.10318, -0.76322], [-4.68284, 1.29272, 0.75682], [-4.10312, 3.65399, 1.74124], [-5.05110, 5.50465, 0.33138], [-4.97745, 4.46022, -1.07101], [-3.47544, 4.96554, -0.22126], [-6.51229, 4.31745, 1.72253], [-6.77499, 3.30815, 0.30713], [-6.36918, 2.54140, 1.88177], [-0.10470, 1.43871, -1.64165], [1.85476, 0.04003, -1.55436], [1.94421, 0.68451, 0.11387], [0.55323, -1.57950, 0.63702], [1.40297, -2.11778, -0.80877], [2.12930, 0.18425, 2.31450], [3.17004, -0.59954, 3.52857], [0.62334, 0.24538, 4.05558], [1.29185, -1.19414, 4.85600], [0.23363, -1.36892, 3.41905], [-3.02868, -1.81753, 2.17218], [-2.85076, -3.33651, 1.36494], [-4.74265, -2.30854, -0.28452], [-5.04393, -3.10508, 1.25024], [-6.60931, -0.73221, -0.07182], [-6.75083, 0.11184, 1.44056], [-7.39335, -2.01051, 2.63494], [-8.47859, -1.71190, 1.22731], [-7.19822, -2.87493, 1.13855], [-2.44607, -0.24531, -3.71124], [-2.52819, -2.48130, -1.93259], [6.05176, 3.62458, 2.62192], [5.22017, 2.37612, 1.62731], [3.95694, 2.03856, 2.32897], [6.39060, 1.06042, 1.96953], [5.45582, 4.53440, 2.58206], [6.12694, 3.27739, 3.65256], [7.04336, 3.81451, 2.20939], [6.44645, 0.88660, 3.04457], [7.37063, 1.34173, 1.57770], [6.04157, 0.15485, 1.47500], [-7.66664, 6.13709, -5.11806], [-6.77548, 5.29417, -3.80136], [-7.20617, 5.91701, -2.52429], [-5.15613, 5.96355, -4.20036], [-8.72004, 5.88316, -5.02102], [-7.53499, 7.21474, -5.01654], [-7.29565, 5.79479, -6.08438], [-5.19135, 7.05258, -4.15989], [-4.85905, 5.62529, -5.19323], [-4.45211, 5.58875, -3.45987], [-12.90533, -1.47421, 1.11087], [-11.79780, -1.11218, 2.48031], [-10.45318, -1.60321, 2.08807], [-12.49063, -2.32772, 3.61130], [-12.61089, -0.84660, 0.27240], [-12.81224, -2.52428, 0.83400], [-13.93043, -1.24252, 1.40167], [-12.42691, -3.31989, 3.16427], [-13.52747, -2.07101, 3.83002], [-11.90518, -2.29888, 4.52780], [5.02791, -4.20867, 1.98063], [6.45700, -3.37576, 2.66607], [6.74279, -2.19843, 1.79389], [7.64849, -4.64937, 2.22883], [4.16053, -3.56240, 2.09178], [5.19611, -4.40691, 0.92146], [4.86232, -5.13936, 2.52388], [7.62381, -4.80729, 1.14854], [7.40159, -5.56763, 2.75633], [8.63784, -4.31541, 2.53328], [11.35808, -0.55836, -0.16893], [9.83841, 0.04291, 0.57219], [10.17718, 1.28185, 1.33463], [9.65559, -1.28407, 1.75908], [11.66876, 0.15455, -0.93031], [12.13139, -0.64598, 0.59604], [11.17226, -1.52488, -0.63583], [10.53360, -1.33078, 2.40669], [9.52100, -2.22484, 1.22788], [8.76770, -1.07722, 2.34974], [10.43543, -7.51992, 3.01605], [9.12566, -7.35176, 4.23637], [9.12919, -5.93854, 4.69164], [9.93611, -8.31160, 5.52172], [10.14361, -6.95195, 2.13481], [11.36537, -7.12094, 3.42149], [10.55225, -8.57093, 2.75152], [10.89956, -7.86067, 5.75902], [10.06659, -9.33876, 5.18063], [9.29526, -8.29639, 6.40055], [8.72776, 3.01906, -3.64532], [9.00032, 1.77537, -2.37626], [9.62594, 0.60005, -3.04715], [7.26897, 1.38062, -2.11273], [9.70081, 3.37226, -3.98043], [8.18707, 2.57579, -4.48163], [8.16244, 3.84860, -3.22085], [6.82254, 1.04908, -3.05016], [6.74900, 2.25959, -1.73073], [7.21984, 0.57996, -1.37683], [-7.02751, -1.27261, -3.63962], [-8.63072, -0.47930, -3.72008], [-9.66918, -1.55252, -3.72606], [-8.47695, 0.10213, -5.41313], [-6.92532, -1.73739, -2.66222], [-6.95354, -2.03156, -4.42009], [-6.24745, -0.52130, -3.75328], [-8.31169, -0.74217, -6.08309], [-7.64950, 0.80790, -5.48361], [-9.40046, 0.60655, -5.68857], [16.19960, 1.24623, 3.03389], [15.19062, 1.45257, 1.55841], [15.58778, 2.74266, 0.93695], [13.64196, 1.72657, 2.42260], [17.23004, 1.09980, 2.71658], [16.12739, 2.14082, 3.65252], [15.85816, 0.37061, 3.58626], [13.73835, 2.58651, 3.08573], [13.38024, 0.83540, 2.99373], [12.86446, 1.91996, 1.68475], [-12.97580, 2.35881, -8.57697], [-11.79048, 2.77670, -7.29034], [-10.44408, 2.41056, -7.80143], [-12.29237, 1.48249, -6.14757], [-12.80597, 3.02926, -9.41682], [-12.82344, 1.32644, -8.89191], [-13.98764, 2.49758, -8.19586], [-12.18829, 0.50908, -6.62706], [-13.32498, 1.65053, -5.84153], [-11.64260, 1.53304, -5.27620]],
  "forces_ev_per_a": [[-0.2, -0.4, -0.6], [-0.8, -0.1, 0.7], [-0.5, 0.1, -0.2], [-1.1, -0.1, 0.4], [0.4, 0.0, 0.3], [-0.7, 0.2, -0.5], [-0.2, 0.2, 0.4], [0.6, 0.2, 0.0], [0.2, -0.7, 0.1], [0.4, 0.2, -0.5], [-0.4, -0.5, 0.3], [0.2, 0.5, -0.1], [-0.2, -0.3, 0.2], [0.3, 0.0, -0.1], [-0.1, 0.1, 0.1], [-1.0, -0.2, -0.4], [0.9, 0.2, -0.2], [-0.4, -0.6, -0.2], [2.4, 1.1, -1.0], [-1.1, 0.1, 0.4], [-0.4, -0.6, 0.2], [-0.1, -0.3, 0.6], [0.1, -0.1, -0.4], [-0.8, 0.6, 0.3], [0.9, -0.9, -0.5], [-1.1, -0.9, 0.7], [0.1, 0.3, -0.5], [-0.5, -0.1, 0.1], [0.5, 0.4, 0.1], [0.5, 1.3, -0.8], [-0.3, -1.3, 0.8], [1.5, 0.9, -0.1], [0.2, -0.1, 0.0], [0.2, 0.0, 0.0], [0.1, -0.1, 0.0], [0.0, 0.0, 0.0], [0.1, -0.2, 0.0], [0.1, 0.1, -0.1], [0.1, -0.1, 0.0], [0.0, -0.2, -0.1], [0.0, -0.1, 0.1], [-0.1, -0.2, 0.1], [-0.2, 0.0, 0.0], [-0.2, 0.2, 0.1], [0.2, 0.1, 0.1], [0.0, 0.1, -0.2], [0.0, 0.0, 0.0], [0.0, -0.1, 0.1], [0.3, 0.1, 0.1], [0.0, 0.1, -0.1], [-0.1, -0.1, 0.1], [-0.3, -0.1, 0.0], [-0.1, 0.0, 0.2], [0.1, 0.3, -0.2], [0.2, 0.0, -0.3], [0.1, 0.2, 0.0], [0.1, 0.0, 0.0], [0.3, -0.2, 0.0], [0.2, 0.0, 0.0], [-0.2, 0.3, 0.0], [0.0, 0.3, 0.2], [-0.1, 0.0, 0.0], [0.3, 0.1, 0.1], [0.0, 0.0, 0.0], [0.1, 0.1, 0.0], [0.0, 0.0, 0.0], [0.0, 0.0, 0.1], [0.1, -0.1, -0.1], [0.0, 0.0, 0.0], [0.0, 0.0, 0.0], [0.0, 0.0, 0.0], [0.0, 0.0, 0.0], [0.0, 0.0, 0.0], [0.0, 0.0, 0.0], [0.0, 0.1, -0.1], [0.0, -0.1, 0.1], [0.0, 0.1, -0.1], [0.1, 0.1, 0.0], [0.0, 0.0, 0.0], [0.0, 0.0, 0.1], [0.0, 0.0, 0.0], [0.0, 0.0, 0.0], [0.0, 0.0, 0.0], [0.0, 0.0, 0.0], [-0.1, 0.0, 0.0], [0.0, 0.1, 0.0], [-0.3, 0.0, 0.1], [-0.1, -0.1, 0.0], [0.0, 0.0, 0.0], [0.1, 0.0, 0.0], [0.0, 0.0, 0.0], [0.0, 0.0, 0.0], [0.0, 0.0, 0.0], [0.0, 0.0, 0.0], [0.0, 0.0, -0.1], [-0.2, -0.1, 0.1], [0.0, 0.0, -0.1], [0.1, 0.0, -0.3], [0.1, -0.1, 0.0], [0.1, 0.0, 0.0], [0.0, 0.0, 0.1], [-0.1, 0.1, 0.0], [0.0, 0.0, 0.1], [0.0, 0.0, 0.1], [0.2, 0.0, 0.0], [-0.1, 0.0, -0.1], [0.1, -0.1, 0.1], [0.2, 0.0, 0.3], [-0.1, 0.0, 0.0], [-0.1, 0.0, 0.1], [-0.1, 0.0, 0.0], [0.1, 0.1, -0.1], [-0.1, 0.0, 0.0], [-0.1, 0.0, -0.1], [0.1, 0.0, 0.0], [0.0, 0.0, 0.0], [0.1, 0.0, 0.0], [0.1, -0.1, 0.0], [0.0, 0.0, 0.0], [0.0, 0.0, 0.0], [0.0, 0.0, 0.0], [0.0, 0.0, 0.0], [0.0, 0.0, 0.0], [0.0, 0.0, 0.0], [0.0, 0.0, -0.1], [0.0, 0.0, 0.1], [0.0, 0.0, 0.0], [-0.1, 0.0, 0.0], [0.0, 0.0, 0.0], [0.0, 0.0, 0.0], [0.0, 0.0, 0.0], [0.0, 0.0, 0.0], [0.0, 0.0, 0.0], [0.1, 0.0, 0.0], [0.0, -0.1, -0.1], [0.0, 0.0, 0.1], [0.0, 0.0, -0.1], [0.0, 0.0, -0.1], [0.0, 0.1, 0.0], [-0.1, 0.0, 0.0], [0.0, 0.0, 0.1], [0.0, -0.1, 0.1], [0.0, 0.0, 0.0], [0.0, 0.0, 0.0], [0.0, 0.0, 0.1], [-0.1, -0.1, 0.0], [0.0, 0.0, 0.1], [-0.1, 0.1, 0.0], [0.0, 0.0, 0.0], [0.0, 0.0, 0.0], [0.0, 0.0, 0.0], [0.1, 0.0, 0.0], [0.0, 0.0, 0.0], [0.0, 0.0, 0.0], [-0.1, -0.1, -0.1], [0.0, 0.0, 0.1], [0.0, 0.0, 0.0], [0.0, -0.1, 0.0], [0.0, 0.0, 0.0], [0.0, 0.0, 0.0], [0.0, 0.0, 0.0], [0.0, 0.0, 0.0], [0.0, 0.0, 0.0], [0.0, 0.0, 0.0]],
  "charge": -1,
  "orbital_gap_ev": 6.1,
  "energy_ha": -7282.30505,
  "homo_ev": -4.7
}